No. 1
Density functional theory data (wB97M-V/def2-TZVPD) for a molecular structure, C27H19FN3O10PTi.

```
62
Properties=species:S:1:pos:R:3:forces:R:3
Ti 0.32940 1.08184 0.83416 0.332 0.301 -0.214
O -0.56980 -0.44864 4.51651 -0.018 -0.027 -0.016
C -0.40365 0.24143 3.51473 -0.093 0.143 0.179
O 0.00004 -0.21021 2.35151 0.195 0.040 -0.282
C -0.69669 1.69168 3.43853 -0.084 -0.471 0.335
C -1.28451 2.45241 4.41909 0.025 0.174 -0.097
C -1.58591 3.79792 4.17901 0.006 -0.062 -0.002
C -1.26809 4.31376 2.91322 0.042 -0.103 0.035
C -0.68261 3.51333 1.96748 0.064 0.474 -0.240
N -0.39788 2.19231 2.19686 -0.116 -0.107 0.006
C -0.31572 3.89859 0.57889 -0.028 0.116 0.189
O -0.42733 5.03307 0.12665 -0.024 -0.022 -0.006
O 0.13818 2.86193 -0.07581 0.069 -0.373 -0.039
H -1.50084 1.96468 5.36131 -0.007 0.013 0.017
H -2.05296 4.41278 4.93654 -0.005 0.012 0.006
H -1.46813 5.34080 2.63406 -0.013 0.011 0.024
O 4.13349 0.32552 2.39511 -0.016 0.043 0.019
C 3.43549 0.69277 1.45619 0.240 -0.013 -0.196
O 2.35088 1.35577 1.50386 -0.391 -0.111 0.126
C 3.95700 0.35363 0.02943 -0.071 0.031 0.028
P 2.59568 0.37688 -1.19890 -0.107 0.109 0.200
C 3.48093 0.33020 -2.80398 0.055 -0.155 -0.131
C 4.68108 -0.35523 -3.00478 -0.085 0.039 0.019
C 5.29546 -0.35719 -4.24645 0.053 -0.020 -0.039
C 4.71653 0.31790 -5.31493 -0.043 0.012 0.041
C 3.52393 1.00055 -5.12868 0.037 0.002 -0.057
C 2.91573 1.01114 -3.87985 -0.009 0.010 0.065
C 1.95912 -1.33043 -1.06538 0.054 -0.120 0.071
C 1.87902 -1.93750 0.18999 0.020 0.034 -0.053
C 1.19472 -3.13452 0.34914 -0.015 -0.033 0.003
C 0.59005 -3.74439 -0.73938 -0.005 -0.011 0.059
C 0.66604 -3.14748 -1.99016 0.014 0.041 -0.060
C 1.34068 -1.94900 -2.15077 -0.021 -0.026 0.012
H 4.49952 -0.59168 0.07247 -0.001 0.006 -0.032
H 4.66704 1.13840 -0.24634 -0.041 0.033 0.011
H 5.13150 -0.89237 -2.17935 0.008 -0.015 0.000
H 6.22801 -0.89157 -4.38673 -0.003 -0.002 0.008
H 5.19544 0.31177 -6.28664 0.005 0.001 -0.003
H 3.06782 1.53254 -5.95470 -0.005 0.002 0.003
H 1.99253 1.55766 -3.72481 -0.008 -0.003 -0.005
H 2.31135 -1.46883 1.06667 0.000 -0.027 -0.014
H 1.11895 -3.56989 1.33781 -0.004 0.003 -0.001
H 0.04086 -4.66965 -0.61196 -0.002 -0.005 0.005
H 0.16770 -3.59864 -2.83892 -0.006 -0.005 -0.006
H 1.35728 -1.47134 -3.12323 0.001 0.001 -0.013
F -6.63891 -3.54600 0.51693 0.013 0.135 0.008
C -5.96415 -2.37541 0.61062 0.166 -0.469 -0.005
C -4.62490 -2.37835 0.71467 -0.108 0.316 -0.093
N -3.90367 -1.22753 0.82149 -0.040 -0.203 0.124
C -2.44435 -1.24090 0.87148 0.101 0.013 -0.084
C -1.86016 -0.78666 -0.48205 -0.273 -0.065 -0.006
O -2.40038 -1.22864 -1.49024 0.023 0.024 -0.046
O -0.85164 -0.01518 -0.42890 0.323 0.114 0.111
C -4.51515 0.00813 0.77482 0.138 0.368 0.069
O -3.91187 1.05541 0.82828 -0.180 -0.268 -0.037
N -5.90318 -0.03828 0.68034 -0.042 -0.243 -0.018
C -6.72684 -1.15464 0.58408 -0.173 0.411 0.000
O -7.93936 -1.05046 0.49300 0.157 -0.064 0.008
H -4.05852 -3.29756 0.71370 -0.016 -0.027 0.001
H -2.13427 -2.27483 1.01713 0.047 0.003 0.108
H -2.07893 -0.64692 1.70349 -0.111 0.025 -0.090
H -6.35104 0.86515 0.65368 -0.026 -0.009 -0.005
```
Forces are in eV/Å.

ΔE to the lowest compared entry with this formula, charge and spin = 41.19 kJ/mol
LUMO (spin up / spin down) = 4.09 / 4.09 eV
Kohn-Sham gap (spin up / spin down) = 3.837 / 3.852 eV
E_HOMO (spin up / spin down) = 0.3 / 0.2 eV
net charge = -2

---

No. 2
Density functional theory data (wB97M-V/def2-TZVPD) for C8H4ClN5 in the gas phase in a non-equilibrium geometry.

```
18
Properties=species:S:1:pos:R:3:forces:R:3
C 0.78389 2.69240 -1.01048 0.275 0.532 0.904
C -0.22233 1.60417 -0.80155 0.045 2.599 -0.682
N -1.53829 1.77425 -0.91837 1.678 1.474 -1.165
N -2.12215 0.71603 -0.47468 -1.994 -3.237 1.448
C -1.21277 -0.12900 -0.01130 -0.498 1.623 -0.435
N 0.00981 0.46743 -0.17218 0.168 -1.891 0.535
C 1.08854 -0.41323 0.25219 0.305 1.713 1.492
Cl 2.06607 -0.85607 -1.10231 1.046 -0.108 -0.716
C 0.33538 -1.62415 0.70528 -4.271 2.170 -0.645
C 0.82838 -2.72907 1.28478 2.815 -4.309 3.201
N 1.26983 -3.59363 1.94303 -0.922 1.600 -1.618
C -1.04441 -1.42857 0.57408 1.379 -0.265 -1.297
C -2.09976 -2.40379 0.64363 0.384 -0.027 1.177
N -2.89634 -3.19474 0.90242 0.226 0.303 -0.441
H 0.74083 3.37094 -1.90690 -0.105 -1.415 0.550
H 0.55425 3.39479 -0.17193 0.526 -0.380 -0.413
H 1.77741 2.22803 -0.82760 -0.390 0.776 -0.434
H 1.68167 0.12419 1.09189 -0.668 -1.159 -1.460
```
Forces are in eV/Å.

ΔE to the lowest compared entry with this formula, charge and spin = 0.00 kJ/mol
LUMO = -2.02 eV
structure (SMILES) = Cc1nnc2n1[C@H](Cl)C(C#N)=C2C#N
Kohn-Sham gap = 7.436 eV
E_HOMO = -9.5 eV

---

- ΔE to the lowest compared entry with this formula, charge and spin of number 1 (C27H19FN3O10PTi)?
  41.19 kJ/mol

---

- The lowest ΔE to the lowest compared entry with this formula, charge and spin belongs to which entry?
  C8H4ClN5